Record 1
{"formula": "C5H8O", "method": "ωB97M-V with the def2-TZVPD basis set", "energy_ha": -270.4813, "lumo_energy_ev": 1.0, "symbols": ["C", "C", "C", "C", "C", "O", "H", "H", "H", "H", "H", "H", "H", "H"], "xyz": [[2.37030, 0.37696, -0.42594], [1.01097, 0.12115, -1.03279], [-0.01704, -0.49898, -0.51324], [-1.12978, -1.00105, -0.03739], [-2.12094, -0.12301, 0.70075], [-1.51283, 1.00204, 1.29214], [2.45955, 1.44221, -0.16517], [2.54917, -0.22723, 0.47203], [3.16049, 0.15928, -1.15806], [0.84058, 0.54432, -2.02511], [-1.40324, -2.04640, -0.20007], [-2.85192, 0.27654, -0.01620], [-2.67990, -0.72933, 1.43584], [-0.67542, 0.70350, 1.67320]], "nbo_charge": [-0.631, -0.261, 0.074, -0.317, -0.078, -0.705, 0.221, 0.217, 0.219, 0.219, 0.225, 0.187, 0.163, 0.466]}

---

Record 2
{"formula": "C5H8O", "method": "ωB97M-V with the def2-TZVPD basis set", "energy_ha": -270.4703, "lumo_energy_ev": 1.0, "symbols": ["C", "C", "C", "H", "H", "H", "H", "C", "C", "O", "H", "H", "H", "H"], "xyz": [[0.73666, 1.74754, 0.50014], [1.49477, 0.74997, 0.12702], [2.22372, -0.26803, -0.23645], [0.15017, 2.30898, -0.22304], [0.68931, 2.05859, 1.54040], [1.79394, -1.26771, -0.23281], [3.26134, -0.14198, -0.53312], [-1.74878, -0.49428, -0.67207], [-1.09759, -1.05091, 0.56420], [-0.32673, -1.98215, 0.56466], [-1.20355, -0.80970, -1.56362], [-2.77416, -0.87842, -0.73094], [-1.80485, 0.59681, -0.62363], [-1.39425, -0.56871, 1.51926]], "nbo_charge": [-0.526, 0.107, -0.499, 0.220, 0.226, 0.250, 0.227, -0.726, 0.453, -0.540, 0.235, 0.238, 0.227, 0.108]}

---

Record 3
{"formula": "C5H8O", "method": "ωB97M-V with the def2-TZVPD basis set", "energy_ha": -270.4597, "lumo_energy_ev": 1.0, "symbols": ["O", "C", "C", "C", "C", "C", "H", "H", "H", "H", "H", "H", "H", "H"], "xyz": [[-1.44386, 1.80743, 0.16420], [-0.76622, 0.61041, 0.44414], [-1.06354, -0.60960, -0.41933], [0.32459, -1.10631, -0.01943], [1.44851, -0.37220, -0.63515], [0.73318, 0.39170, 0.42686], [-0.83226, 2.54465, 0.24466], [-0.93705, 0.29763, 1.48207], [-1.20739, -0.35771, -1.47759], [-1.90589, -1.21490, -0.07871], [0.42667, -2.04088, 0.52801], [1.53062, -0.09666, -1.68070], [2.38140, -0.73485, -0.19382], [1.31123, 0.88130, 1.21477]], "nbo_charge": [-0.717, 0.106, -0.434, -0.172, -0.418, -0.265, 0.471, 0.152, 0.213, 0.215, 0.219, 0.204, 0.219, 0.208]}

---

Record 4
{"formula": "C5H8O", "method": "ωB97M-V with the def2-TZVPD basis set", "energy_ha": -270.4793, "lumo_energy_ev": 0.9, "symbols": ["C", "C", "C", "C", "C", "O", "H", "H", "H", "H", "H", "H", "H", "H"], "xyz": [[0.99866, -2.14834, 0.17191], [0.15708, -0.98370, 0.68823], [-0.55219, -0.22117, -0.40238], [-0.43911, 1.07036, -0.55562], [-0.33744, 2.37370, -0.55568], [-1.10295, 3.12881, 0.31461], [0.38891, -2.84850, -0.41075], [1.44370, -2.70101, 1.00609], [1.80844, -1.78876, -0.47068], [0.77953, -0.28080, 1.25038], [-0.59932, -1.36629, 1.38617], [-1.20670, -0.78471, -1.06828], [0.39807, 2.90767, -1.15958], [-1.73669, 3.64275, -0.19443]], "nbo_charge": [-0.600, -0.421, -0.225, 0.004, 0.028, -0.700, 0.202, 0.211, 0.207, 0.213, 0.209, 0.214, 0.181, 0.475]}

---

Record 5
{"formula": "C5H8O", "method": "ωB97M-V with the def2-TZVPD basis set", "energy_ha": -270.5175, "lumo_energy_ev": 1.0, "symbols": ["C", "C", "C", "C", "C", "O", "H", "H", "H", "H", "H", "H", "H", "H"], "xyz": [[-0.33266, 1.79968, 0.43698], [0.68883, 1.11123, -0.43306], [0.91970, -0.19932, -0.46754], [0.24828, -1.20180, 0.43481], [-0.86901, -1.83249, -0.36080], [-0.81824, -2.92896, -0.86119], [-1.27235, 1.23953, 0.48052], [0.02344, 1.93084, 1.46534], [-0.56144, 2.78901, 0.03499], [1.29355, 1.74454, -1.07768], [1.61508, -0.61386, -1.19579], [-0.15129, -0.70107, 1.32496], [0.96183, -1.97155, 0.74315], [-1.74571, -1.16576, -0.52469]], "nbo_charge": [-0.665, -0.168, -0.187, -0.555, 0.453, -0.518, 0.213, 0.223, 0.224, 0.205, 0.212, 0.224, 0.237, 0.102]}

---

Record 6
{"formula": "C5H8O", "method": "ωB97M-V with the def2-TZVPD basis set", "energy_ha": -270.4755, "lumo_energy_ev": 1.2, "symbols": ["C", "C", "C", "C", "C", "O", "H", "H", "H", "H", "H", "H", "H", "H"], "xyz": [[-1.03788, -0.99029, -0.55770], [-1.63293, 0.40350, -0.44216], [-0.18315, 0.17699, -0.21847], [0.63496, 0.20871, 1.05675], [1.80185, 0.32605, 0.06406], [0.90025, 0.61804, -1.02383], [-0.95233, -1.35691, -1.57629], [-1.22853, -1.73980, 0.20432], [-2.22581, 0.70098, 0.42019], [-2.00700, 0.75850, -1.39400], [0.58037, -0.70060, 1.65986], [0.49623, 1.09210, 1.68510], [2.52857, 1.12621, 0.22790], [2.32539, -0.62350, -0.10573]], "nbo_charge": [-0.447, -0.439, 0.239, -0.438, -0.056, -0.508, 0.223, 0.209, 0.218, 0.230, 0.208, 0.210, 0.181, 0.169]}

---

Record 7
{"formula": "C5H8O", "method": "ωB97M-V with the def2-TZVPD basis set", "energy_ha": -270.4365, "lumo_energy_ev": 1.1, "symbols": ["C", "C", "C", "C", "O", "C", "H", "H", "H", "H", "H", "H", "H", "H"], "xyz": [[-1.56863, 0.41877, 0.12750], [-2.71797, -0.22608, 0.27950], [1.58583, 0.64535, -0.63057], [1.48054, -0.85886, -0.59036], [1.66128, -0.78446, 0.86160], [1.73393, 0.58153, 0.69397], [-1.24092, 0.81073, -0.83304], [-0.88536, 0.57081, 0.95802], [-3.02188, -0.61476, 1.24800], [-3.40090, -0.38727, -0.55028], [0.51058, -1.32034, -0.79954], [2.29398, -1.41240, -1.06615], [1.84965, 1.23966, 1.54913], [1.60216, 1.40917, -1.39030]], "nbo_charge": [-0.389, -0.390, -0.364, -0.084, -0.501, 0.134, 0.193, 0.196, 0.194, 0.192, 0.203, 0.194, 0.198, 0.225]}

---

Record 8
{"formula": "C5H8O", "method": "ωB97M-V with the def2-TZVPD basis set", "energy_ha": -270.4247, "lumo_energy_ev": 1.1, "symbols": ["C", "C", "C", "C", "O", "C", "H", "H", "H", "H", "H", "H", "H", "H"], "xyz": [[1.64996, 0.38082, 0.48602], [0.38167, 0.45504, -0.35990], [-0.29332, -0.90857, -0.66600], [-1.48134, -0.52415, 0.17582], [-1.15088, 0.01500, 1.40154], [-0.92354, 0.91811, 0.33705], [1.47599, -0.20791, 1.39185], [2.00452, 1.37225, 0.78483], [2.45693, -0.10716, -0.07798], [0.56644, 1.04845, -1.26043], [0.17417, -1.82306, -0.31435], [-0.53683, -0.98630, -1.73252], [-2.52951, -0.81857, 0.06837], [-1.79425, 1.18605, -0.23430]], "nbo_charge": [-0.608, -0.235, -0.429, 0.083, -0.457, -0.039, 0.219, 0.213, 0.209, 0.210, 0.202, 0.219, 0.187, 0.224]}

---

Record 9
{"formula": "C5H8O", "method": "ωB97M-V with the def2-TZVPD basis set", "energy_ha": -270.2981, "lumo_energy_ev": [-0.4, -0.4], "symbols": ["C", "C", "C", "C", "C", "O", "H", "H", "H", "H", "H", "H", "H", "H"], "xyz": [[-0.03294, -1.23044, -1.37699], [0.30975, -0.27063, -0.44554], [0.72561, -0.23002, 1.05279], [0.04394, 1.13571, 1.34627], [-0.51088, 0.95227, -0.06295], [0.53838, 1.08968, -0.95265], [-1.72563, -0.33797, -1.60061], [-0.17697, -2.26258, -1.06872], [0.15003, -1.04714, -2.42902], [0.27662, -1.06019, 1.60143], [1.81281, -0.21245, 1.16687], [-0.70038, 1.11004, 2.14204], [0.73711, 1.97091, 1.46602], [-1.77356, 0.33714, -1.10064]], "nbo_charge": [-0.324, 0.060, -0.373, -0.474, 0.271, -0.497, -0.040, 0.214, 0.231, 0.224, 0.226, 0.219, 0.220, 0.043]}

---

Record 10
{"formula": "C5H8O", "method": "ωB97M-V with the def2-TZVPD basis set", "energy_ha": -270.3893, "lumo_energy_ev": 1.0, "symbols": ["C", "C", "O", "C", "C", "C", "H", "H", "H", "H", "H", "H", "H", "H"], "xyz": [[-0.43296, -0.07377, -1.52213], [-1.20076, -0.46539, -0.53839], [-2.56396, -0.65882, -0.52614], [-0.72618, -0.56159, 0.91313], [0.41170, -0.17173, 1.41421], [1.70779, 0.59206, 0.32930], [-0.69267, 0.36012, -2.47054], [0.73663, 0.19722, -0.99547], [-2.90016, -0.48709, -1.41416], [-1.57476, -0.87847, 1.51302], [0.81208, -0.24146, 2.40817], [2.03533, 1.34455, 1.05261], [2.47295, -0.17561, 0.38009], [1.91496, 1.21998, -0.54370]], "nbo_charge": [-0.531, 0.267, -0.688, -0.278, -0.090, -0.757, 0.210, 0.248, 0.480, 0.231, 0.214, 0.221, 0.222, 0.252]}

---

Record 11
{"formula": "C5H8O", "method": "ωB97M-V with the def2-TZVPD basis set", "energy_ha": -270.5276, "lumo_energy_ev": 1.0, "symbols": ["C", "C", "C", "C", "C", "O", "H", "H", "H", "H", "H", "H", "H", "H"], "xyz": [[2.12092, -0.81674, -0.24598], [0.98845, -0.32587, -0.73939], [0.33043, 0.93101, -0.22500], [-0.74025, 0.59150, 0.80986], [-1.93695, -0.19334, 0.31622], [-0.61883, 0.91935, 1.96915], [2.65949, -0.30618, 0.54998], [2.54893, -1.74397, -0.61636], [0.46973, -0.86433, -1.53285], [1.06106, 1.58138, 0.26354], [-0.13259, 1.48251, -1.05425], [-2.63464, -0.35949, 1.13855], [-2.44042, 0.34556, -0.49498], [-1.61225, -1.15935, -0.08775]], "nbo_charge": [-0.380, -0.181, -0.550, 0.611, -0.728, -0.534, 0.198, 0.203, 0.198, 0.236, 0.226, 0.239, 0.228, 0.234]}

---

Record 12
{"formula": "C5H8O", "method": "ωB97M-V with the def2-TZVPD basis set", "energy_ha": -270.4864, "lumo_energy_ev": 1.0, "symbols": ["C", "C", "C", "C", "C", "O", "H", "H", "H", "H", "H", "H", "H", "H"], "xyz": [[2.90557, 0.18191, 0.34268], [1.74893, 0.51614, 0.29773], [0.33077, 0.85598, 0.16185], [-0.57532, -0.39508, 0.21831], [-1.93119, -0.11099, -0.40177], [-0.02720, -1.47468, -0.50301], [3.93564, -0.09835, 0.36958], [0.19351, 1.36577, -0.79904], [0.03204, 1.55896, 0.94788], [-0.70186, -0.67227, 1.27716], [-1.79604, 0.11850, -1.46404], [-2.57697, -0.99017, -0.32484], [-2.42474, 0.73643, 0.08424], [0.88687, -1.59214, -0.20671]], "nbo_charge": [-0.247, -0.016, -0.508, 0.116, -0.619, -0.718, 0.240, 0.235, 0.238, 0.155, 0.213, 0.223, 0.208, 0.480]}

---

Record 13
{"formula": "C5H8O", "method": "ωB97M-V with the def2-TZVPD basis set", "energy_ha": -270.4629, "lumo_energy_ev": 0.4, "symbols": ["C", "C", "C", "O", "C", "C", "H", "H", "H", "H", "H", "H", "H", "H"], "xyz": [[-1.80635, -0.94390, -1.27322], [-0.84358, -1.45400, -0.40796], [0.13581, -0.46960, 0.12853], [0.93365, -1.00201, 1.22307], [0.29253, 0.80110, -0.07943], [1.28832, 1.77328, 0.59472], [-2.06139, 0.08135, -1.30396], [-2.46585, -1.65134, -1.69274], [-0.98748, -2.31073, 0.25434], [1.19825, -1.87935, 0.98477], [-0.54780, 1.21694, -0.67334], [1.10860, 1.99053, 1.63500], [1.49199, 2.62698, -0.07898], [2.26329, 1.22075, 0.68918]], "nbo_charge": [-0.341, -0.252, 0.232, -0.718, -0.223, -0.648, 0.199, 0.192, 0.229, 0.465, 0.192, 0.229, 0.218, 0.227]}

---

Record 14
{"formula": "C5H8O", "method": "ωB97M-V with the def2-TZVPD basis set", "energy_ha": -270.4763, "lumo_energy_ev": 0.9, "symbols": ["C", "C", "C", "C", "C", "O", "H", "H", "H", "H", "H", "H", "H", "H"], "xyz": [[0.57077, -2.07530, -0.74572], [0.94694, -0.65968, -1.18046], [0.24938, 0.36569, -0.44528], [-0.34818, 1.27073, 0.05711], [-0.97786, 2.10107, 1.03815], [-0.86581, 1.45435, 2.29122], [-0.49931, -2.25710, -0.87846], [1.11654, -2.81607, -1.33692], [0.81351, -2.23457, 0.30814], [2.02310, -0.50451, -1.06455], [0.72381, -0.52323, -2.24262], [-2.01935, 2.25128, 0.76062], [-0.43913, 3.04097, 1.16020], [-1.29443, 0.58637, 2.27857]], "nbo_charge": [-0.588, -0.477, 0.014, -0.056, -0.134, -0.706, 0.209, 0.210, 0.209, 0.227, 0.229, 0.185, 0.207, 0.469]}

---

Record 15
{"formula": "C5H8O", "method": "ωB97M-V with the def2-TZVPD basis set", "energy_ha": -270.4971, "lumo_energy_ev": 1.1, "symbols": ["C", "O", "C", "C", "C", "C", "H", "H", "H", "H", "H", "H", "H", "H"], "xyz": [[-1.04089, -0.84774, -0.46205], [-0.07360, -0.57132, -1.47441], [1.15356, -0.10594, -0.92585], [0.87426, 0.29924, 0.50649], [-0.36135, 1.11656, 0.71813], [-0.42708, -0.37025, 0.84041], [-1.91421, -0.21890, -0.70077], [-1.38143, -1.88564, -0.46287], [1.50781, 0.72694, -1.54414], [1.90539, -0.90882, -0.95624], [1.69998, 0.41404, 1.20379], [-0.79819, 1.52501, -0.19154], [-0.57811, 1.64964, 1.62904], [-0.56616, -0.82282, 1.82001]], "nbo_charge": [-0.060, -0.536, -0.058, -0.252, -0.420, -0.269, 0.171, 0.178, 0.183, 0.171, 0.231, 0.211, 0.221, 0.230]}

---

Record 16
{"formula": "C5H8O", "method": "ωB97M-V with the def2-TZVPD basis set", "energy_ha": -270.4622, "lumo_energy_ev": 1.1, "symbols": ["C", "C", "C", "C", "C", "O", "H", "H", "H", "H", "H", "H", "H", "H"], "xyz": [[0.55505, -0.30775, 1.33059], [-0.86069, 0.11544, 0.88654], [-0.66608, 0.56941, -0.55357], [-0.03431, -0.46735, -1.40108], [0.80809, 0.67400, -0.69906], [1.45976, 0.42462, 0.51265], [0.72641, -1.38388, 1.17793], [0.75884, -0.08218, 2.38310], [-1.57598, -0.71229, 0.95173], [-1.23381, 0.94603, 1.48917], [-1.37688, 1.27131, -0.97202], [0.15613, -1.47846, -1.08366], [-0.14672, -0.32302, -2.48133], [1.39923, 0.67250, -1.58679]], "nbo_charge": [-0.076, -0.425, -0.254, -0.455, 0.022, -0.502, 0.165, 0.196, 0.217, 0.213, 0.225, 0.211, 0.211, 0.251]}

---

Record 17
{"formula": "C5H8O", "method": "ωB97M-V with the def2-TZVPD basis set", "energy_ha": -270.3418, "lumo_energy_ev": -0.4, "symbols": ["C", "C", "C", "C", "C", "O", "H", "H", "H", "H", "H", "H", "H", "H"], "xyz": [[-1.89619, 1.52690, -0.53040], [0.07012, -0.01968, -0.00764], [1.15588, -0.54690, -0.91496], [1.52368, 0.30259, 0.24886], [-0.59949, -0.97135, 0.90588], [-1.75225, -0.94069, 1.26238], [-0.50303, 0.82751, -0.44162], [-2.46127, 0.59923, -0.76302], [-2.04392, 1.57537, 0.56922], [1.36399, -1.61135, -0.85911], [1.22000, -0.12196, -1.91218], [1.85028, 1.32271, 0.07068], [1.98253, -0.17575, 1.10899], [0.08966, -1.76664, 1.26294]], "nbo_charge": [-0.338, -0.280, -0.395, -0.394, 0.440, -0.515, 0.213, 0.122, 0.122, 0.222, 0.238, 0.238, 0.221, 0.106]}